(1)
The following is a quantum chemistry calculation of a structure of composition C44H43N7O5PSW in a non-equilibrium geometry, from the Open Molecules 2025 dataset.

Geometry (Å):
W  0.049  0.535  0.265
O  0.885  -1.007  -0.471
C  -0.423  -1.220  -0.794
C  -0.859  -1.779  -2.123
C  -0.679  -1.466  -3.463
C  -1.245  -2.332  -4.387
C  -1.962  -3.468  -3.995
C  -2.117  -3.797  -2.658
C  -1.542  -2.931  -1.737
P  -1.261  -2.721  0.010
C  -0.072  -3.815  0.719
C  0.711  -4.605  -0.130
C  1.671  -5.441  0.410
C  1.857  -5.483  1.786
C  1.095  -4.685  2.631
C  0.129  -3.845  2.105
C  -2.670  -2.462  1.045
C  -3.405  -1.278  0.939
C  -4.555  -1.111  1.689
C  -4.982  -2.133  2.531
C  -4.272  -3.322  2.617
C  -3.112  -3.496  1.877
H  -0.109  -0.608  -3.789
H  -1.129  -2.131  -5.444
H  -2.389  -4.108  -4.755
H  -2.649  -4.689  -2.360
H  0.558  -4.585  -1.202
H  2.266  -6.070  -0.238
H  2.598  -6.151  2.204
H  1.243  -4.730  3.701
H  -0.460  -3.222  2.764
H  -3.108  -0.497  0.244
H  -5.125  -0.197  1.609
H  -5.884  -2.004  3.113
H  -4.622  -4.118  3.259
H  -2.569  -4.428  1.945
C  -1.517  8.359  -0.199
C  -1.580  6.887  0.051
C  -0.623  6.021  -0.499
C  -0.653  4.668  -0.239
C  -1.668  4.171  0.583
C  -2.643  5.006  1.136
C  -2.585  6.357  0.859
S  -1.771  2.519  1.018
O  -1.525  1.659  -0.272
O  -2.988  2.220  1.685
N  -0.431  1.957  1.746
C  -0.562  1.499  3.120
C  -0.404  -0.014  3.127
O  -0.379  -0.747  4.044
O  -0.245  -0.500  1.806
H  -2.511  8.765  -0.385
H  -0.873  8.594  -1.041
H  -1.119  8.867  0.682
H  0.154  6.424  -1.137
H  0.107  4.021  -0.658
H  -3.430  4.605  1.757
H  -3.336  7.014  1.278
H  -1.549  1.721  3.536
H  0.186  1.940  3.779
C  -1.061  2.047  -2.868
C  0.379  2.076  -2.492
N  0.960  1.674  -1.333
C  2.324  1.950  -1.463
C  2.546  2.492  -2.675
N  1.325  2.548  -3.311
C  1.117  3.144  -4.654
N  0.496  4.415  -4.599
N  -0.862  4.509  -4.733
N  -1.211  5.721  -4.624
C  -0.083  6.495  -4.403
C  0.048  7.880  -4.270
C  1.319  8.368  -4.075
C  2.438  7.507  -4.017
C  2.323  6.142  -4.161
C  1.027  5.658  -4.363
H  -1.569  1.179  -2.459
H  -1.169  2.039  -3.950
H  -1.561  2.948  -2.510
H  3.035  1.729  -0.696
H  3.451  2.829  -3.148
H  0.505  2.474  -5.251
H  2.105  3.222  -5.108
H  -0.813  8.529  -4.344
H  1.478  9.433  -3.985
H  3.419  7.940  -3.880
H  3.197  5.504  -4.156
C  5.212  0.385  2.309
C  3.930  0.958  2.936
C  4.105  2.437  3.313
C  3.470  0.122  4.143
C  2.861  0.855  1.930
N  2.026  0.729  1.149
H  6.031  0.575  3.001
H  5.453  0.869  1.363
H  5.134  -0.689  2.151
H  4.794  2.486  4.155
H  3.164  2.894  3.621
H  4.529  3.012  2.491
H  4.301  0.070  4.846
H  3.204  -0.896  3.857
H  2.625  0.585  4.653

- E_LUMO: -0.3776 Ha
- E_HOMO: -0.559 hartree
- Spin multiplicity: 1
- Charge: +3
- Relative energy (zero: lowest compared OMol25 entry of this formula, charge and spin): 0.0 kcal per mole

=====

(2)
The following is a quantum chemistry calculation of a structure of composition C44H44AsBrN5O3RbS, from the Open Molecules 2025 dataset.

Geometry (Å):
Rb  0.248  -0.249  -0.531
C  -3.275  -2.571  -3.371
C  -2.632  -2.286  -2.037
N  -1.452  -2.740  -1.700
O  -0.919  -3.608  -2.701
C  -3.337  -1.438  -1.137
C  -4.447  -0.556  -1.631
N  -2.886  -1.207  0.140
O  -2.927  0.042  0.614
H  -2.785  -3.398  -3.873
H  -3.205  -1.687  -4.013
H  -4.335  -2.796  -3.245
H  0.002  -3.642  -2.427
H  -5.333  -1.138  -1.917
H  -4.167  0.040  -2.507
H  -4.716  0.135  -0.835
S  2.238  0.386  2.116
C  1.853  1.377  3.506
C  2.716  1.480  4.614
C  2.399  2.254  5.717
C  1.202  2.962  5.765
C  0.334  2.882  4.683
C  0.647  2.117  3.564
As  -0.555  1.792  2.054
C  0.164  3.059  0.730
C  -0.695  3.491  -0.279
C  -0.236  4.314  -1.300
C  1.092  4.715  -1.321
C  1.953  4.293  -0.317
C  1.495  3.467  0.703
C  -2.068  2.952  2.591
C  -1.983  4.333  2.763
C  -3.099  5.072  3.133
C  -4.323  4.439  3.327
C  -4.423  3.068  3.136
C  -3.303  2.330  2.764
H  3.647  0.926  4.582
H  3.090  2.303  6.553
H  0.946  3.565  6.628
H  -0.603  3.424  4.721
H  -1.728  3.158  -0.287
H  -0.907  4.599  -2.101
H  1.460  5.329  -2.135
H  2.997  4.583  -0.337
H  2.180  3.107  1.459
H  -1.035  4.833  2.599
H  -3.015  6.146  3.263
H  -5.196  5.016  3.608
H  -5.379  2.571  3.257
H  -3.395  1.270  2.547
Br  7.611  -2.346  -3.174
C  5.936  -1.425  -3.083
C  5.288  -1.288  -1.860
C  4.072  -0.638  -1.800
C  3.459  -0.094  -2.951
C  4.150  -0.258  -4.174
C  5.373  -0.915  -4.237
N  2.234  0.500  -2.817
C  1.820  1.352  -3.749
C  0.488  1.837  -3.810
C  0.115  2.825  -4.763
C  -1.182  3.258  -4.833
C  -2.137  2.730  -3.945
C  -1.691  1.788  -3.029
N  -0.444  1.339  -2.946
H  5.734  -1.685  -0.957
H  3.567  -0.529  -0.846
H  3.694  0.095  -5.089
H  5.875  -1.042  -5.188
H  2.514  1.756  -4.492
H  0.871  3.223  -5.431
H  -1.465  4.009  -5.564
H  -3.172  3.045  -3.956
H  -2.387  1.371  -2.303
C  2.315  -5.782  1.092
N  2.319  -4.614  0.232
C  2.529  -4.810  -1.189
C  1.890  -3.391  0.675
C  1.652  -3.247  2.150
O  1.710  -2.477  -0.114
H  2.601  -6.645  0.492
H  1.328  -5.980  1.517
H  3.030  -5.693  1.913
H  3.398  -5.451  -1.345
H  2.711  -3.848  -1.658
H  1.659  -5.277  -1.667
H  2.513  -3.601  2.720
H  0.776  -3.832  2.441
H  1.485  -2.196  2.378
C  -2.006  -4.131  3.038
C  -2.532  -4.508  1.802
C  -2.802  -3.568  0.824
C  -2.549  -2.208  1.062
C  -2.012  -1.830  2.294
C  -1.747  -2.786  3.265
H  -1.800  -4.874  3.800
H  -2.747  -5.551  1.597
H  -3.221  -3.874  -0.123
H  -1.809  -0.783  2.460
H  -1.319  -2.463  4.208

- E_LUMO (alpha / beta): 0.1358 / 0.1357 Ha
- E_HOMO (alpha / beta): -0.013 / -0.034 hartree
- Spin multiplicity: 1
- Charge: -2
- Relative energy (zero: lowest compared OMol25 entry of this formula, charge and spin): 1.8 kcal per mole

=====

(3)
The following is a quantum chemistry calculation of a structure of composition C44H44BN9O3SeSiTi, from the Open Molecules 2025 dataset.

Geometry (Å):
Ti  0.208  -0.925  -0.292
C  1.634  -4.146  1.511
C  2.175  -2.778  1.742
C  3.220  -2.478  2.615
C  3.464  -1.129  2.461
C  4.472  -0.262  3.140
N  2.608  -0.670  1.542
N  1.784  -1.669  1.097
B  2.481  0.750  0.972
N  1.095  1.301  1.402
N  -0.051  0.562  1.221
C  -1.072  1.338  1.630
C  -2.517  0.962  1.607
C  -0.576  2.553  2.083
C  0.795  2.499  1.903
C  1.814  3.555  2.169
N  2.629  0.640  -0.569
N  1.972  -0.330  -1.292
C  2.306  -0.154  -2.575
C  1.782  -0.983  -3.699
C  3.192  0.913  -2.679
C  3.363  1.395  -1.395
C  4.177  2.558  -0.937
H  1.899  -4.786  2.353
H  0.559  -4.163  1.388
H  2.052  -4.589  0.607
H  3.737  -3.166  3.265
H  5.043  -0.860  3.848
H  5.166  0.181  2.426
H  3.994  0.553  3.686
H  3.342  1.458  1.405
H  -2.699  -0.053  1.275
H  -2.933  1.079  2.609
H  -3.056  1.634  0.937
H  -1.150  3.377  2.476
H  1.333  4.408  2.644
H  2.612  3.199  2.820
H  2.269  3.897  1.239
H  0.692  -0.964  -3.751
H  2.184  -0.598  -4.635
H  2.074  -2.026  -3.592
H  3.637  1.298  -3.583
H  4.721  2.970  -1.785
H  3.537  3.343  -0.530
H  4.895  2.278  -0.167
Se  0.383  -3.322  -1.459
C  -1.158  -3.795  -2.337
N  -2.075  -4.243  -2.875
C  -1.718  -0.979  5.744
C  -2.943  -1.045  5.095
C  -3.060  -1.755  3.906
C  -1.957  -2.412  3.353
C  -0.729  -2.329  4.019
C  -0.609  -1.621  5.205
Si  -2.142  -3.294  1.737
C  -1.701  -5.083  1.729
C  -1.949  -5.816  0.564
C  -1.619  -7.163  0.498
C  -1.052  -7.792  1.598
C  -0.818  -7.080  2.768
C  -1.138  -5.732  2.831
H  -1.626  -0.426  6.671
H  -3.806  -0.542  5.511
H  -4.019  -1.795  3.403
H  0.153  -2.801  3.603
H  0.350  -1.563  5.704
H  -3.518  -3.097  1.236
H  -2.383  -5.338  -0.310
H  -1.800  -7.713  -0.416
H  -0.796  -8.843  1.547
H  -0.384  -7.574  3.629
H  -0.954  -5.184  3.749
O  -1.692  -1.377  -0.144
C  -1.085  -2.194  0.569
O  -1.931  -1.020  -2.924
C  -1.542  0.091  -2.657
N  -1.903  1.225  -3.336
C  -1.234  2.411  -2.881
C  -0.367  1.789  -1.757
O  0.405  2.444  -1.088
N  -0.620  0.446  -1.646
C  -2.207  3.456  -2.310
C  -1.811  4.367  -1.334
C  -2.706  5.314  -0.852
C  -4.004  5.371  -1.339
C  -4.402  4.470  -2.316
C  -3.509  3.520  -2.793
C  -0.338  3.049  -3.954
C  0.679  3.936  -3.606
C  1.469  4.520  -4.585
C  1.255  4.236  -5.928
C  0.240  3.361  -6.281
C  -0.548  2.772  -5.300
H  -2.528  1.155  -4.117
H  -0.805  4.321  -0.938
H  -2.382  6.010  -0.088
H  -4.699  6.110  -0.962
H  -5.411  4.500  -2.706
H  -3.848  2.822  -3.547
H  0.859  4.155  -2.563
H  2.259  5.202  -4.295
H  1.872  4.694  -6.690
H  0.059  3.128  -7.323
H  -1.320  2.079  -5.605

- E_LUMO: -0.0184 Ha
- E_HOMO: -0.294 hartree
- Spin multiplicity: 1
- Relative energy (zero: lowest compared OMol25 entry of this formula, charge and spin): 11.7 kcal per mole

=====

(4)
The following is a quantum chemistry calculation of a structure of composition C44H44N3OPS4SbTa in a non-equilibrium geometry, from the Open Molecules 2025 dataset.

Geometry (Å):
Ta  7.959  10.337  12.646
S  4.624  9.266  15.479
Sb  4.884  11.377  14.455
S  7.321  11.651  14.643
S  5.546  10.751  12.181
C  11.389  5.292  10.626
C  11.755  6.235  9.692
C  11.358  7.566  9.775
C  10.530  7.971  10.810
C  10.157  7.030  11.768
C  10.610  5.721  11.707
P  10.006  9.716  11.112
C  11.542  10.470  11.643
C  12.468  9.623  12.230
C  13.578  10.156  12.843
C  13.781  11.552  12.928
C  12.870  12.360  12.275
C  11.820  11.816  11.592
C  9.556  10.591  9.549
C  9.685  10.287  8.205
C  9.503  11.303  7.236
C  9.271  12.616  7.635
C  8.994  12.897  9.025
C  8.708  14.243  9.467
C  8.396  14.394  10.764
C  8.284  13.321  11.682
C  8.604  12.046  11.304
C  9.002  11.842  9.936
H  11.826  4.266  10.588
H  12.377  5.951  8.824
H  11.692  8.239  8.996
H  9.588  7.387  12.603
H  10.371  5.034  12.504
H  12.272  8.556  12.350
H  14.354  9.576  13.344
H  14.591  12.001  13.484
H  12.984  13.445  12.375
H  11.143  12.439  11.096
H  10.034  9.327  7.839
H  9.571  11.045  6.184
H  9.190  13.412  6.895
H  8.726  15.037  8.754
H  8.219  15.382  11.086
H  7.849  13.519  12.664
C  6.219  7.940  19.083
C  7.501  8.388  18.414
C  8.624  8.027  19.401
C  7.502  9.866  18.146
C  7.589  7.706  17.076
C  7.565  6.311  16.985
C  7.359  5.681  15.806
C  7.320  6.339  14.601
S  6.982  5.749  13.027
C  7.111  7.385  12.431
N  7.452  8.270  13.329
C  7.510  7.711  14.632
C  7.604  8.393  15.871
C  6.927  7.831  11.093
C  6.422  6.976  10.143
C  6.020  7.444  8.921
C  6.111  8.832  8.690
C  6.760  9.683  9.589
C  7.156  9.233  10.872
H  6.028  8.543  19.985
H  6.326  6.895  19.399
H  5.411  8.092  18.354
H  8.458  8.505  20.395
H  9.611  8.284  19.012
H  8.617  6.908  19.578
H  7.334  10.357  19.103
H  6.662  10.252  17.559
H  8.486  10.283  17.809
H  7.621  5.721  17.893
H  7.290  4.592  15.759
H  7.659  9.432  15.813
H  6.221  5.932  10.370
H  5.603  6.795  8.153
H  5.694  9.273  7.766
H  6.885  10.760  9.357
C  10.963  11.849  16.858
N  10.679  11.604  15.447
C  10.405  12.800  14.639
C  10.480  10.364  14.939
O  9.658  10.157  13.966
N  11.104  9.347  15.569
C  10.792  7.985  15.241
C  12.402  9.401  16.277
H  10.285  12.649  17.184
H  11.952  12.212  17.064
H  10.736  10.938  17.469
H  11.238  13.506  14.606
H  9.551  13.394  15.050
H  10.141  12.483  13.583
H  9.743  7.881  15.034
H  11.043  7.396  16.129
H  11.433  7.622  14.405
H  12.865  10.395  16.227
H  13.136  8.798  15.733
H  12.365  9.038  17.287

- E_LUMO (alpha / beta): -0.1230 / -0.1647 Ha
- <S²>: 0.7564
- E_HOMO (alpha / beta): -0.369 / -0.369 hartree
- Spin multiplicity: 2
- Charge: +1
- Relative energy (zero: lowest compared OMol25 entry of this formula, charge and spin): 25.4 kcal per mole